{
  "formula": "C2H7N3",
  "method": "ωB97M-V/def2-TZVPD",
  "gap_ha": 0.300,
  "charge": 0,
  "e_above_lowest_kcal_mol": 186.4,
  "symbols": ["N", "N", "N", "H", "H", "H", "H", "H", "C", "C", "H", "H"],
  "xyz": [[0.5084, 0.0676, -0.2720], [1.1149, 1.2200, 0.3004], [1.1121, -1.1628, 0.2028], [0.2029, 0.3021, -1.5047], [2.1227, 1.0887, 0.2698], [0.8302, 1.2691, 1.2764], [0.6012, -1.4258, 1.0440], [0.9369, -1.8665, -0.5096], [-1.1586, 0.1721, -0.2779], [-2.1183, -0.0753, 0.4714], [-3.1853, -0.0939, 0.5207], [-0.9671, 0.5047, -1.5214]],
  "nbo_charge": [-0.208, -0.641, -0.674, 0.401, 0.363, 0.366, 0.378, 0.367, -0.138, -0.430, 0.226, -0.009]
}


{
  "formula": "C4H16N8O4",
  "method": "ωB97M-V/def2-TZVPD",
  "gap_ha": 0.360,
  "charge": 0,
  "e_above_lowest_kcal_mol": 17.2,
  "symbols": ["C", "O", "N", "N", "H", "H", "H", "H", "C", "O", "N", "N", "H", "H", "H", "H", "C", "O", "N", "N", "H", "H", "H", "H", "C", "O", "N", "N", "H", "H", "H", "H"],
  "xyz": [[12.7365, 10.3316, 12.7004], [11.6294, 10.5027, 12.1582], [12.8996, 10.2719, 14.0241], [13.8648, 10.2698, 11.9405], [12.1078, 10.1730, 14.6277], [13.8437, 10.2853, 14.3637], [14.7377, 10.1431, 12.4289], [13.9547, 10.0791, 10.9426], [15.5687, 12.2256, 8.9351], [16.1986, 11.1953, 9.1566], [16.1761, 13.4557, 8.9580], [14.2354, 12.2267, 8.6880], [15.8086, 14.3298, 8.6422], [17.0792, 13.4181, 9.3966], [13.7364, 11.3767, 8.9068], [13.7897, 13.0609, 8.3603], [12.4448, 8.6438, 9.1537], [13.4836, 9.3033, 9.2508], [11.8579, 8.0104, 10.2056], [11.7482, 8.6258, 7.9849], [10.9175, 7.6768, 10.1303], [12.3292, 8.2412, 11.0614], [10.8815, 8.1443, 7.8281], [12.2033, 9.1310, 7.2461], [8.4046, 7.6901, 9.5270], [8.1249, 7.8992, 8.3512], [7.9577, 8.4871, 10.5541], [8.9796, 6.5445, 9.9558], [7.9549, 8.3722, 11.5486], [7.5137, 9.3463, 10.2721], [8.8802, 6.3054, 10.9241], [9.1134, 5.8154, 9.2753]],
  "nbo_charge": [0.754, -0.699, -0.836, -0.859, 0.411, 0.386, 0.367, 0.455, 0.771, -0.667, -0.867, -0.855, 0.388, 0.403, 0.437, 0.380, 0.794, -0.722, -0.838, -0.843, 0.402, 0.413, 0.405, 0.407, 0.764, -0.653, -0.854, -0.855, 0.399, 0.407, 0.392, 0.413]
}


{
  "formula": "C3H12NOS",
  "method": "ωB97M-V/def2-TZVPD",
  "gap_ha": [0.134, 0.356],
  "charge": 0,
  "e_above_lowest_kcal_mol": 0.0,
  "spin_multiplicity": 2,
  "symbols": ["C", "C", "C", "S", "N", "H", "H", "H", "H", "H", "H", "H", "H", "H", "H", "H", "H", "O"],
  "xyz": [[1.1810, 0.0535, 0.0546], [-0.0942, 0.8618, -0.0851], [-0.1131, 1.6157, -1.4143], [-1.6107, 2.6065, -1.6264], [1.1340, -0.7716, 1.3030], [1.3058, -0.6474, -0.7768], [2.0748, 0.6652, 0.0925], [-0.1584, 1.5803, 0.7262], [-0.9546, 0.1904, -0.0547], [0.0104, 0.9119, -2.2375], [0.7155, 2.3288, -1.4661], [-2.4647, 1.5731, -1.6494], [0.3244, -1.4608, 1.2217], [2.0068, -1.3004, 1.4667], [0.9837, -0.1563, 2.1128], [-1.8934, -2.6278, 1.4269], [-1.2768, -3.0191, 0.0788], [-1.1703, -2.4036, 0.8271]],
  "nbo_charge": [-0.329, -0.447, -0.516, -0.021, -1.076, 0.207, 0.214, 0.220, 0.219, 0.211, 0.222, 0.115, 0.420, 0.292, 0.326, 0.479, 0.477, -1.011]
}


{
  "formula": "C20H23ClN2Tc",
  "method": "ωB97M-V/def2-TZVPD",
  "gap_ha": [0.211, 0.228],
  "charge": 2,
  "e_above_lowest_kcal_mol": 0.0,
  "spin_multiplicity": 4,
  "symbols": ["C", "C", "C", "C", "Cl", "H", "H", "H", "H", "H", "H", "H", "H", "H", "C", "C", "C", "H", "C", "C", "H", "H", "H", "H", "C", "C", "C", "H", "C", "C", "H", "H", "H", "H", "Tc", "N", "C", "C", "C", "C", "C", "N", "C", "H", "H", "H", "H"],
  "xyz": [[3.6684, 1.6127, -3.6571], [2.9838, 1.0574, -4.8323], [3.5704, 3.0560, -3.4003], [4.7954, 0.8688, -3.0791], [1.6200, 0.8769, -1.5759], [4.2567, 3.6292, -4.0481], [3.8322, 3.2908, -2.3630], [2.5575, 3.4239, -3.5958], [3.5522, 1.2468, -5.7600], [1.9940, 1.5085, -4.9634], [2.8644, -0.0280, -4.7446], [5.7218, 1.0209, -3.6607], [4.5949, -0.2081, -3.0684], [5.0002, 1.1958, -2.0537], [-2.5856, 0.0081, 0.3194], [-1.9273, 1.2379, 0.6673], [-1.3112, 1.7860, -0.5278], [-2.0720, 1.7808, 1.5973], [-1.5712, 0.8227, -1.5931], [-2.4143, -0.2056, -1.0698], [-2.9215, -0.9832, -1.6379], [-3.2059, -0.5677, 1.0048], [-0.9056, 2.7880, -0.6273], [-1.2530, 0.9251, -2.6265], [0.6622, -0.9463, 1.9834], [-0.2659, 0.0615, 2.4123], [0.3138, 1.3539, 2.1300], [-1.2084, -0.1395, 2.9134], [1.5862, 1.1477, 1.4961], [1.8059, -0.2856, 1.4157], [2.6660, -0.7805, 0.9777], [0.4888, -2.0153, 2.0765], [-0.1125, 2.3170, 2.3770], [2.2653, 1.9355, 1.1867], [-0.0107, 0.3377, 0.2678], [-6.3978, -2.5129, 1.3904], [-5.3317, -2.5986, 1.8660], [-4.0327, -2.7120, 2.4813], [-3.8715, -2.5112, 3.8620], [-2.6093, -2.6667, 4.4195], [-1.5398, -2.9666, 3.5610], [-1.6885, -3.0759, 2.2450], [-2.8953, -3.0056, 1.7003], [-4.7424, -2.2576, 4.4683], [-2.4167, -2.5526, 5.4833], [-0.5326, -3.1024, 3.9616], [-2.9764, -3.1675, 0.6210]],
  "nbo_charge": [0.681, -0.778, -0.776, -0.777, -0.513, 0.328, 0.264, 0.268, 0.330, 0.268, 0.270, 0.330, 0.269, 0.264, -0.238, -0.234, -0.323, 0.264, -0.241, -0.123, 0.273, 0.271, 0.292, 0.275, -0.211, -0.200, -0.220, 0.289, -0.183, -0.195, 0.292, 0.310, 0.284, 0.293, 0.882, -0.222, 0.229, -0.205, -0.115, -0.240, 0.033, -0.460, 0.067, 0.257, 0.250, 0.207, 0.215]
}


{
  "formula": "C4H37N2O14",
  "method": "ωB97M-V/def2-TZVPD",
  "gap_ha": [0.080, 0.386],
  "charge": 0,
  "e_above_lowest_kcal_mol": 0.0,
  "spin_multiplicity": 2,
  "symbols": ["O", "C", "N", "C", "N", "C", "C", "H", "H", "H", "H", "H", "H", "H", "H", "H", "H", "H", "H", "H", "O", "H", "H", "O", "H", "H", "O", "H", "H", "O", "H", "H", "O", "H", "H", "O", "H", "H", "O", "H", "H", "O", "H", "H", "O", "H", "H", "O", "H", "H", "O", "H", "H", "O", "H", "H", "O"],
  "xyz": [[0.2666, -0.7479, 3.2054], [0.5701, -1.1039, 2.0814], [1.3412, -2.2433, 1.9974], [0.4988, -0.1599, 0.9155], [-0.2321, 1.1067, 1.3258], [1.6293, 0.6453, -1.2123], [1.8279, 0.1517, 0.3210], [1.7368, -2.4740, 1.0867], [1.2575, -2.9422, 2.7135], [-0.1235, -0.5119, 0.0983], [0.3883, 1.6613, 1.9343], [-1.0986, 0.8101, 1.8036], [-0.6986, 1.7555, 0.6778], [1.7064, 1.7090, -1.2540], [0.6764, 0.2937, -1.5889], [2.4334, 0.1783, -1.7897], [2.5187, -0.7339, 0.3106], [2.4072, 0.8206, 0.9477], [2.0453, -2.0874, -2.1754], [0.9792, -2.8013, -1.7515], [1.8009, -2.4944, -1.2895], [-0.9311, 4.5236, -1.9463], [-0.5710, 3.6098, -3.0297], [-0.9507, 3.5567, -2.1283], [-3.2081, 0.9444, -1.6626], [-1.8688, 1.8803, -1.8324], [-2.2739, 1.0663, -1.4856], [-0.5823, -4.2851, -2.5250], [-1.1640, -4.0349, -3.9362], [-1.1920, -4.6263, -3.1767], [0.1001, -1.0828, -4.4229], [-0.7928, -1.6724, -3.2865], [0.0480, -1.7585, -3.7434], [-3.4944, -2.3183, 2.2314], [-1.8925, -2.3229, 1.9262], [-2.7488, -1.9246, 1.7759], [-3.3734, -2.1595, -3.1069], [-3.2580, -1.1614, -1.9027], [-2.9196, -1.3765, -2.7743], [-3.0440, 1.9729, 0.2583], [-2.3188, 3.2177, 0.1207], [-2.3517, 2.4942, 0.7616], [2.0731, 3.7258, 2.2643], [2.2974, 4.1475, 0.8880], [1.5634, 3.7944, 1.4281], [3.9514, -0.0962, 1.6938], [3.0738, 0.0813, 2.8972], [3.7894, 0.5151, 2.4199], [4.5030, -2.5009, 0.3070], [4.5129, -1.8303, -1.1946], [4.1905, -1.8286, -0.2960], [-5.0791, 1.1829, 1.2075], [-3.8229, 0.1728, 1.3368], [-4.3232, 0.7777, 0.7817], [-0.2838, 2.9105, 3.7305], [0.6082, 1.6086, 4.2220], [-0.1972, 1.9645, 3.8410]],
  "nbo_charge": [-0.628, 0.637, -0.853, -0.199, -0.722, -0.678, -0.481, 0.419, 0.412, 0.250, 0.455, 0.447, 0.482, 0.214, 0.212, 0.198, 0.260, 0.244, 0.480, 0.463, -0.968, 0.443, 0.448, -1.132, 0.475, 0.503, -1.030, 0.457, 0.478, -0.951, 0.477, 0.502, -1.023, 0.482, 0.478, -1.023, 0.475, 0.480, -0.994, 0.511, 0.464, -1.028, 0.456, 0.465, -1.004, 0.478, 0.464, -0.943, 0.488, 0.492, -0.985, 0.483, 0.497, -1.015, 0.485, 0.490, -0.989]
}


{
  "formula": "C27H23CoF5NO4PS4",
  "method": "ωB97M-V/def2-TZVPD",
  "gap_ha": [0.155, 0.184],
  "charge": -2,
  "spin_multiplicity": 4,
  "symbols": ["Co", "O", "S", "O", "O", "O", "F", "C", "C", "F", "C", "F", "C", "S", "C", "F", "C", "F", "S", "P", "S", "C", "C", "C", "C", "C", "C", "C", "C", "C", "C", "C", "C", "H", "H", "H", "H", "H", "H", "H", "H", "H", "H", "C", "N", "C", "C", "C", "C", "C", "C", "C", "C", "H", "H", "H", "H", "H", "H", "H", "H", "H", "H", "H", "H", "H"],
  "xyz": [[-0.3588, 0.2621, -0.1459], [1.7044, -1.6497, 2.1573], [0.4713, -0.8902, 1.9728], [-0.3471, -0.6179, 3.1298], [0.7289, 0.4979, 1.3087], [-0.3828, -1.5215, 0.8647], [1.1419, 7.5854, -0.5511], [0.5472, 6.3397, -0.4473], [1.3088, 5.1762, -0.3180], [2.6845, 5.2993, -0.3814], [0.7346, 3.9149, -0.1514], [1.5474, 2.8151, -0.0278], [-0.6621, 3.7335, -0.0867], [-1.5483, 2.2218, 0.0227], [-1.3861, 4.9336, -0.1801], [-2.7262, 4.8770, -0.1030], [-0.8365, 6.2114, -0.3232], [-1.6415, 7.2658, -0.3696], [-4.8427, -1.6592, -2.2165], [-3.3976, -1.7635, -0.8532], [-1.9828, -0.3835, -1.6060], [-2.7461, -3.4565, -0.7832], [-3.6162, -4.4506, -0.4441], [-3.1403, -5.7970, -0.5065], [-1.8544, -6.0757, -0.9485], [-0.9771, -4.9958, -1.1228], [-1.3942, -3.6725, -0.9709], [-4.0227, -1.3137, 0.7537], [-5.2746, -0.6379, 0.8253], [-5.8143, -0.4242, 2.0804], [-5.0895, -0.7115, 3.2423], [-3.8375, -1.3274, 3.1751], [-3.3019, -1.6318, 1.9255], [-4.6274, -4.1388, -0.0505], [-3.8134, -6.6186, -0.1982], [-1.5905, -7.1126, -1.1455], [0.0790, -5.1597, -1.3583], [-0.7213, -2.8649, -0.9588], [-5.7921, -0.3761, -0.1337], [-6.7544, 0.0528, 2.1564], [-5.5008, -0.3454, 4.1606], [-3.2526, -1.5500, 4.0382], [-2.2875, -2.0441, 1.7631], [5.3357, 0.8825, 1.6772], [4.6683, 0.9272, 0.3340], [4.8516, 2.2280, -0.3571], [3.2185, 0.4227, 0.4884], [2.6293, -0.0108, -0.8132], [3.4931, -0.7403, -1.6407], [3.1475, -0.9530, -2.9716], [2.0591, -0.3033, -3.5453], [1.1787, 0.3915, -2.6839], [1.3590, 0.3205, -1.3124], [6.4070, 1.0511, 1.5301], [5.1466, -0.1331, 2.0384], [4.8537, 1.5861, 2.3878], [5.1527, 0.2551, -0.2886], [4.4604, 3.0632, 0.2172], [4.3295, 2.1957, -1.3301], [5.9084, 2.4384, -0.5325], [2.7185, 1.2153, 1.0137], [3.2940, -0.4793, 1.1359], [4.3514, -1.2694, -1.2443], [3.7193, -1.6504, -3.5820], [1.9618, -0.3117, -4.6223], [0.3291, 0.8777, -3.0929]],
  "nbo_charge": [1.237, -1.046, 2.553, -1.023, -1.092, -1.113, -0.330, 0.193, 0.288, -0.347, 0.282, -0.318, -0.230, -0.314, 0.296, -0.308, 0.258, -0.307, -0.730, 1.209, -0.662, -0.378, -0.178, -0.234, -0.237, -0.219, -0.160, -0.433, -0.172, -0.244, -0.236, -0.156, -0.195, 0.231, 0.191, 0.195, 0.201, 0.274, 0.254, 0.190, 0.189, 0.206, 0.275, -0.412, -0.364, -0.428, -0.268, -0.015, -0.320, -0.275, -0.237, -0.232, -0.373, 0.197, 0.236, 0.236, 0.429, 0.235, 0.261, 0.193, 0.274, 0.261, 0.162, 0.183, 0.189, 0.207]
}